# 1
Computed, not measured: a structure of composition C36H51BrEuN3OP2 at a distorted geometry, with ωB97M-V/def2-TZVPD.

```
95
Properties=species:S:1:pos:R:3
C 0.004 1.983 -1.826
C -2.016 0.702 -1.831
C -0.432 2.775 -2.873
C -2.554 1.587 -2.796
C -1.752 2.581 -3.336
H 0.253 3.536 -3.277
H -3.588 1.389 -3.146
H -2.118 3.228 -4.129
N -0.745 0.959 -1.358
P 1.383 2.065 0.671
P -2.008 -1.850 -0.519
C 1.403 2.197 -1.174
H 2.107 1.422 -1.534
H 1.828 3.183 -1.428
C 0.910 -1.727 2.109
O 1.339 -2.426 2.921
C -2.731 -0.480 -1.372
H -3.762 -0.612 -1.714
C -1.256 -3.031 -1.771
C -3.147 -2.627 0.774
C 3.082 1.775 1.413
C 0.386 3.561 1.249
C -0.111 -3.848 -1.109
H -0.498 -4.598 -0.400
H 0.414 -4.370 -1.924
H 0.622 -3.220 -0.586
C -2.371 -3.952 -2.271
H -2.722 -4.651 -1.496
H -3.217 -3.364 -2.661
H -1.941 -4.538 -3.097
C -0.743 -2.170 -2.938
H -0.117 -2.794 -3.585
H -1.588 -1.780 -3.521
H -0.140 -1.322 -2.601
C -2.495 -3.916 1.336
H -1.500 -3.696 1.769
H -3.140 -4.303 2.148
H -2.380 -4.696 0.565
C -3.406 -1.686 1.965
H -2.517 -1.563 2.605
H -3.743 -0.701 1.617
H -4.214 -2.094 2.598
C -4.482 -2.853 0.062
H -4.380 -3.502 -0.816
H -5.175 -3.319 0.781
H -4.896 -1.886 -0.262
C 0.372 3.590 2.800
H -0.300 4.404 3.130
H -0.015 2.645 3.217
H 1.381 3.766 3.215
C -1.067 3.502 0.722
H -1.118 3.618 -0.371
H -1.575 2.570 0.992
H -1.637 4.323 1.192
C 1.034 4.813 0.657
H 0.442 5.672 1.017
H 2.078 4.917 0.983
H 0.993 4.775 -0.442
C 3.810 0.664 0.632
H 3.912 0.909 -0.432
H 4.816 0.542 1.065
H 3.293 -0.299 0.708
C 2.938 1.306 2.886
H 2.360 0.366 2.964
H 3.955 1.111 3.271
H 2.457 2.064 3.523
C 3.852 3.097 1.310
H 3.858 3.470 0.272
H 3.439 3.867 1.983
H 4.895 2.905 1.613
Eu -0.341 -0.073 0.719
N 1.497 -1.021 -0.721
C 2.216 -1.313 -1.609
C 3.128 -1.719 -2.600
C 4.374 -2.261 -2.225
C 2.807 -1.596 -3.968
C 5.296 -2.680 -3.193
H 4.605 -2.355 -1.162
C 3.708 -2.006 -4.957
H 1.842 -1.167 -4.245
C 4.953 -2.548 -4.560
H 6.274 -3.108 -2.897
H 3.452 -1.906 -6.031
H 5.671 -2.872 -5.331
Br -5.122 2.505 3.498
C -3.404 1.681 3.664
C -2.786 1.440 4.881
C -1.529 0.817 4.946
C -0.933 0.465 3.750
N -1.529 0.732 2.579
C -2.761 1.303 2.492
H -3.322 1.758 5.791
H -1.008 0.604 5.879
H 0.062 -0.042 3.678
H -3.168 1.395 1.484
```

Values from the calculation:
HOMO level (spin up / spin down) = -0.23878 / -0.38723 Ha
multiplicity = 8
E_LUMO (spin up / spin down) = -2.921 / -4.798 eV
HOMO-LUMO gap (spin up / spin down) = 3.6 / 5.7 eV
max |F| = 3.77 eV Å⁻¹
net charge = +1
ΔE to the lowest compared entry with this formula, charge and spin = 77.3 kcal per mole

# 2
Computed, not measured: a structure of composition C36H52BBrF24NbO19 at a distorted geometry, with ωB97M-V/def2-TZVPD.

```
134
Properties=species:S:1:pos:R:3
C 0.631 4.320 0.473
C 1.414 4.241 1.861
O 2.549 5.126 1.983
B 3.611 4.851 1.044
O 4.397 6.020 0.640
Nb 4.235 2.834 0.137
C 5.224 2.103 2.079
C 6.795 2.028 1.877
O 7.368 0.977 1.514
Br 7.820 3.707 2.199
H 0.155 5.353 0.375
H -0.256 3.584 0.565
H 1.220 3.981 -0.437
H 0.659 4.584 2.668
H 1.678 3.161 2.166
H 3.729 6.603 0.211
H 5.851 3.534 -0.350
H 4.753 1.272 -0.684
H 2.673 2.004 0.540
H 3.522 3.353 -1.460
H 4.843 1.045 2.338
H 4.935 2.773 2.957
C 4.706 -3.107 0.176
C 3.608 -3.292 1.204
O 2.496 -2.431 0.915
C 1.626 -2.872 -0.011
O 1.728 -3.918 -0.598
C 0.480 -1.878 -0.172
F 0.912 -0.609 -0.229
F -0.392 -1.938 0.860
F -0.240 -2.089 -1.290
H 4.996 -2.055 0.108
H 5.585 -3.700 0.439
H 4.370 -3.410 -0.819
H 3.978 -3.006 2.189
H 3.288 -4.335 1.270
C -2.943 -3.782 -0.533
C -3.606 -2.580 0.108
O -4.409 -1.870 -0.851
C -5.640 -2.363 -1.069
O -6.088 -3.338 -0.522
C -6.396 -1.489 -2.065
F -5.642 -1.140 -3.125
F -6.817 -0.336 -1.504
F -7.492 -2.094 -2.562
H -2.372 -3.482 -1.414
H -2.271 -4.275 0.173
H -3.687 -4.510 -0.868
H -2.842 -1.882 0.455
H -4.201 -2.864 0.980
C 4.467 5.885 -6.985
C 3.105 6.305 -6.468
O 2.956 5.937 -5.089
C 3.500 6.784 -4.193
O 4.084 7.794 -4.486
C 3.229 6.303 -2.770
F 3.442 4.979 -2.627
F 1.950 6.530 -2.398
F 4.004 6.919 -1.866
H 4.629 4.817 -6.816
H 4.555 6.091 -8.054
H 5.264 6.414 -6.465
H 2.324 5.779 -7.021
H 2.933 7.375 -6.607
C -8.019 -3.561 1.563
C -9.243 -4.255 2.128
O -8.857 -5.316 3.016
C -8.551 -4.950 4.276
O -8.581 -3.818 4.679
C -8.209 -6.176 5.117
F -7.391 -7.034 4.472
F -9.310 -6.880 5.453
F -7.594 -5.862 6.270
H -7.354 -4.283 1.087
H -8.308 -2.808 0.827
H -7.445 -3.070 2.352
H -9.811 -4.715 1.317
H -9.911 -3.550 2.629
C 7.725 0.778 6.676
C 6.232 0.579 6.842
O 5.724 -0.307 5.833
C 5.870 -1.624 6.073
O 6.389 -2.081 7.058
C 5.243 -2.440 4.946
F 5.560 -1.960 3.729
F 3.895 -2.443 5.018
F 5.628 -3.729 4.960
H 7.957 1.120 5.664
H 8.098 1.514 7.392
H 8.267 -0.158 6.829
H 5.718 1.533 6.709
H 5.981 0.215 7.842
C -4.620 -8.640 5.260
C -3.859 -9.485 4.259
O -3.290 -8.662 3.229
C -2.120 -8.063 3.530
O -1.552 -8.179 4.582
C -1.608 -7.265 2.334
F -2.578 -6.536 1.746
F -1.100 -8.068 1.377
F -0.634 -6.402 2.667
H -5.369 -8.026 4.754
H -5.120 -9.271 5.998
H -3.951 -7.956 5.787
H -4.546 -10.176 3.765
H -3.088 -10.090 4.744
C 10.519 7.899 -4.058
C 10.038 6.462 -4.098
O 9.018 6.296 -5.095
C 9.447 6.129 -6.360
O 10.604 6.115 -6.688
C 8.262 5.914 -7.297
F 7.253 6.777 -7.060
F 7.742 4.676 -7.171
F 8.589 6.059 -8.593
H 9.678 8.581 -3.913
H 11.236 8.044 -3.248
H 10.999 8.180 -4.999
H 9.586 6.200 -3.140
H 10.863 5.765 -4.266
C -9.451 0.247 -3.759
C -10.544 0.062 -2.726
O -11.658 0.926 -3.005
C -12.533 0.482 -3.928
O -12.429 -0.564 -4.512
C -13.686 1.469 -4.087
F -13.266 2.748 -4.153
F -14.548 1.403 -3.050
F -14.408 1.248 -5.199
H -9.158 1.297 -3.825
H -8.575 -0.348 -3.503
H -9.793 -0.052 -4.752
H -10.168 0.344 -1.740
H -10.867 -0.980 -2.661
```

Values from the calculation:
HOMO level = -0.17807 Ha
E_LUMO = 1.418 eV
HOMO-LUMO gap = 6.3 eV
max |F| = 4.88 eV Å⁻¹
net charge = -1

What did we get for electronic energy? Answer: -5608.530114 -7885.091264 Ha, in the order shown.